(1)
Entry from OMol25: a cluster of 2 separate species, C5H10O2 in total (ωB97M-V/def2-TZVPD).

As for the structure (SMILES): CC1OC=CO1.C. The calculation puts the HOMO energy at -8.3 eV. The net charge is 0. For the energy relative to the best compared isomer or geometry (same formula, charge and spin), the calculation gives 254.57 kJ/mol. For the HOMO-LUMO gap, the calculation gives 9.4100 eV.

```
17
Properties=species:S:1:pos:R:3:nbo_charge:R:1
C -2.13 0.59 -0.45 -0.640
C -1.33 -0.57 0.08 0.373
O -0.19 -0.78 -0.75 -0.511
C 0.72 -1.33 0.12 0.042
C 0.33 -1.13 1.37 -0.003
O -0.81 -0.34 1.38 -0.508
H -1.47 1.45 -0.57 0.227
H -2.56 0.32 -1.42 0.225
H -2.94 0.83 0.25 0.226
H -1.90 -1.51 0.13 0.140
H 1.67 -1.64 -0.29 0.222
H 0.71 -1.51 2.31 0.216
C 1.98 1.13 -0.44 -0.857
H 1.78 0.60 -1.37 0.212
H 3.06 1.26 -0.31 0.206
H 1.46 2.08 -0.45 0.211
H 1.61 0.56 0.40 0.219
```



(2)
Entry from OMol25: a structure of composition C29H42F10N4O2Si2Ti at a distorted geometry (ωB97M-V/def2-TZVPD).

The calculation puts the HOMO energy at -7.1 eV. The net charge is 0. For the energy relative to the best compared isomer or geometry (same formula, charge and spin), the calculation gives 66.25 kJ/mol. For the HOMO-LUMO gap, the calculation gives 7.0274 eV.

```
90
Properties=species:S:1:pos:R:3:nbo_charge:R:1
Ti -0.53 -0.70 0.42 2.021
C 2.40 3.00 1.40 -0.407
N 1.62 1.99 2.10 -0.430
C 1.20 2.45 3.40 -0.418
C 2.36 0.74 2.17 -0.218
C 1.58 -0.42 2.81 -0.231
N 0.15 -0.49 2.46 -0.734
C -0.68 -0.87 3.45 0.087
C -2.06 -0.59 3.33 0.273
F -2.45 -0.05 2.14 -0.324
C -3.00 -0.84 4.30 0.357
F -4.28 -0.51 4.07 -0.309
C -2.64 -1.39 5.51 -0.396
C -1.31 -1.74 5.66 0.353
F -0.92 -2.34 6.79 -0.308
C -0.36 -1.51 4.68 0.271
F 0.87 -2.02 4.89 -0.326
H 2.62 2.65 0.40 0.205
H 1.81 3.91 1.33 0.192
H 3.35 3.23 1.91 0.162
H 2.04 2.54 4.12 0.166
H 0.46 1.77 3.82 0.206
H 0.74 3.44 3.30 0.190
H 3.28 0.88 2.77 0.165
H 2.68 0.48 1.16 0.208
H 1.68 -0.27 3.89 0.204
H 2.09 -1.35 2.56 0.189
H -3.36 -1.56 6.30 0.248
C 2.25 3.89 -2.50 -1.100
Si 0.67 2.85 -2.80 1.668
C -0.59 3.85 -1.78 -1.109
C 0.23 3.24 -4.61 -1.115
C 0.52 1.03 -2.35 -1.170
C 1.43 0.36 -1.54 0.347
C 2.84 0.64 -1.57 -0.287
C 3.76 -0.26 -1.16 -0.171
C 3.32 -1.50 -0.61 -0.308
C 1.99 -1.66 -0.41 0.032
N 1.03 -0.75 -0.78 -0.752
Si -0.36 -0.08 -3.59 1.709
C 0.78 -0.07 -5.12 -1.117
C -0.49 -1.93 -3.18 -1.112
C -2.07 0.52 -4.19 -1.139
H 2.27 4.70 -3.23 0.240
H 3.20 3.36 -2.60 0.220
H 2.23 4.34 -1.50 0.232
H -0.41 4.92 -1.92 0.233
H -0.48 3.64 -0.72 0.220
H -1.62 3.65 -2.07 0.218
H -0.01 4.30 -4.70 0.235
H -0.63 2.68 -4.96 0.232
H 1.06 3.04 -5.28 0.232
H 3.14 1.55 -2.07 0.230
H 4.82 -0.07 -1.28 0.219
H 4.02 -2.27 -0.32 0.225
H 1.63 -2.56 0.07 0.220
H 1.79 -0.40 -4.84 0.229
H 0.87 0.92 -5.55 0.230
H 0.42 -0.75 -5.90 0.229
H 0.45 -2.43 -3.43 0.240
H -1.28 -2.41 -3.76 0.240
H -0.69 -2.11 -2.13 0.237
H -2.31 1.54 -3.88 0.226
H -2.87 -0.13 -3.85 0.235
H -2.09 0.51 -5.28 0.243
N -2.31 2.65 1.01 -0.748
C -1.87 1.63 0.28 0.770
O -0.71 1.19 0.44 -0.716
C -2.73 0.95 -0.73 -0.515
C -2.42 -0.55 -0.59 -0.871
H -1.70 3.02 1.73 0.421
H -3.24 3.00 0.93 0.415
H -2.39 1.29 -1.70 0.271
H -3.79 1.21 -0.61 0.221
H -2.47 -1.03 -1.56 0.231
H -3.20 -1.00 0.03 0.229
C 0.45 -4.33 1.83 -0.633
C -0.72 -3.76 1.03 0.110
O -0.59 -2.42 0.72 -0.825
C -0.80 -4.51 -0.33 0.973
F 0.28 -4.21 -1.06 -0.315
F -1.88 -4.13 -1.02 -0.306
F -0.83 -5.84 -0.21 -0.312
C -2.04 -4.02 1.81 0.971
F -2.57 -5.23 1.57 -0.313
F -1.84 -3.96 3.14 -0.315
F -2.97 -3.11 1.50 -0.301
H 1.36 -4.31 1.23 0.227
H 0.24 -5.36 2.12 0.242
H 0.60 -3.73 2.73 0.248
```



(3)
Entry from OMol25: a structure of composition C28H35N3NiO at a distorted geometry (ωB97M-V/def2-TZVPD).

The multiplicity is 3. The calculation puts the HOMO energy (spin up / spin down) at 2.4 / 0.9 eV. The net charge is -2. For the energy relative to the best compared isomer or geometry (same formula, charge and spin), the calculation gives 300.88 kJ/mol. The expectation value of S² is 2.05. For the HOMO-LUMO gap (spin up / spin down), the calculation gives 2.1528 / 3.6484 eV.

```
68
Properties=species:S:1:pos:R:3:lowdin_spin:R:1
Ni 0.53 0.60 -0.04 0.710
N 4.29 1.85 -1.02 0.076
N 0.94 -1.33 -2.47 0.010
C -0.80 1.36 1.31 0.002
C -0.54 2.40 0.34 0.004
C 0.86 2.72 0.42 0.076
C 1.60 3.71 -0.41 0.051
H 1.02 4.04 -1.27 0.000
H 2.55 3.27 -0.79 0.015
H 1.87 4.59 0.19 0.010
C 1.45 1.93 1.46 0.040
C 2.86 1.97 1.90 0.005
H 3.06 2.87 2.50 0.002
H 3.56 1.99 1.06 0.001
H 3.10 1.09 2.51 0.000
C 0.44 1.08 2.00 0.003
C 0.62 0.22 3.19 -0.001
H 1.63 -0.19 3.22 0.000
H -0.08 -0.62 3.18 0.000
H 0.44 0.80 4.11 0.000
C -1.54 3.04 -0.55 -0.001
H -2.01 3.90 -0.05 0.000
H -2.33 2.33 -0.82 0.000
H -1.08 3.40 -1.47 0.000
C -2.13 0.89 1.76 -0.002
H -2.03 -0.03 2.33 0.000
H -2.79 0.70 0.91 0.000
H -2.61 1.65 2.40 0.000
C 5.58 1.56 -1.18 0.008
H 6.27 2.40 -1.08 -0.001
C 6.07 0.26 -1.43 0.060
H 7.15 0.10 -1.50 0.006
C 5.15 -0.80 -1.58 0.028
H 5.49 -1.81 -1.80 0.003
C 3.80 -0.53 -1.44 0.042
H 2.98 -1.20 -1.69 0.004
C 3.43 0.79 -1.11 0.144
C 2.03 1.20 -1.02 0.643
H 1.62 1.42 -2.07 0.007
C 0.24 -0.82 -1.42 0.039
C 0.06 -1.47 -3.52 0.005
H 0.38 -1.24 -4.53 0.002
C -1.19 -1.57 -2.98 0.002
H -2.05 -1.98 -3.46 0.001
N -1.12 -1.27 -1.61 0.000
C -2.19 -1.54 -0.70 -0.001
C -3.50 -1.25 -1.14 -0.001
C -4.60 -1.67 -0.37 0.000
H -5.61 -1.42 -0.71 0.000
C -4.42 -2.38 0.82 -0.002
C -5.61 -2.81 1.62 0.000
H -5.36 -2.86 2.69 0.000
H -5.96 -3.80 1.32 0.000
H -6.44 -2.11 1.48 0.000
C -3.12 -2.69 1.24 0.001
H -2.99 -3.26 2.17 0.000
C -2.00 -2.30 0.48 -0.002
C -0.62 -2.68 0.92 0.001
H -0.15 -3.39 0.22 0.000
H -0.66 -3.17 1.91 0.001
H 0.04 -1.80 1.00 -0.002
C -3.74 -0.42 -2.36 0.000
H -3.54 -0.94 -3.30 0.001
H -3.15 0.51 -2.35 0.000
H -4.80 -0.14 -2.39 0.000
O 3.05 -1.43 1.90 0.004
H 3.72 -1.34 1.20 0.001
H 2.92 -2.39 1.88 0.001
```



(4)
Entry from OMol25: an isolated molecule of C4H4O2 at a distorted geometry (ωB97M-V/def2-TZVPD).

As for the structure (SMILES): CC(=O)C=C=O. The calculation puts the HOMO energy at -9.9 eV. The net charge is 0. For the energy relative to the best compared isomer or geometry (same formula, charge and spin), the calculation gives 154.66 kJ/mol. For the HOMO-LUMO gap, the calculation gives 10.1641 eV.

```
10
Properties=species:S:1:pos:R:3:nbo_charge:R:1
C 0.21 0.17 -0.51 -0.691
C 1.37 -0.23 0.45 0.593
O 2.53 -0.15 0.06 -0.526
C 0.68 -0.60 1.77 -0.686
C 0.71 -0.89 3.05 0.780
O 0.70 -1.06 4.20 -0.420
H -0.16 1.18 -0.39 0.238
H -0.73 -0.43 -0.19 0.205
H 0.62 0.14 -1.47 0.237
H -0.48 -0.77 1.44 0.270
```